[1]
One molecule with the formula C4H6N2O, computed with ωB97M-V with the def2-TZVPD basis set.

Summary:
SMILES = C[C@H]1N=CC(O)=N1
Relative energy (zero: lowest compared OMol25 entry of this formula, charge and spin) = 109.2 kJ/mol

Bonds (Å) are listed after each position.
Cartesian coordinates (Å):
1 C 1.902 -0.326 0.357  C2 1.534, H8 1.093, H9 1.091, H10 1.092
2 C 0.705 0.555 -0.019  C1 1.534, N3 1.469, N7 1.452, H11 1.098
3 N 0.142 0.136 -1.310  C2 1.469, C4 1.275
4 C -1.083 -0.117 -1.063  N3 1.275, C5 1.486, H12 1.090
5 C -1.376 0.131 0.373  C4 1.486, O6 1.342, N7 1.273
6 O -2.572 -0.023 0.961  C5 1.342, H13 0.966
7 N -0.335 0.520 0.993  C2 1.452, C5 1.273
8 H 1.830 -1.296 -0.142  C1 1.093
9 H 1.915 -0.489 1.435  C1 1.091
10 H 2.842 0.141 0.057  C1 1.092
11 H 1.023 1.599 -0.144  C2 1.098
12 H -1.787 -0.468 -1.816  C4 1.090
13 H -3.208 -0.363 0.319  O6 0.966

=====

[2]
A 2-piece molecular cluster, C4H6N2O overall, computed with ωB97M-V with the def2-TZVPD basis set.

Summary:
Relative energy (zero: lowest compared OMol25 entry of this formula, charge and spin) = 653.6 kJ/mol

Bonds (Å) are listed after each position.
Cartesian coordinates (Å):
1 C 2.459 0.471 -0.241  O2 1.441, H8 1.092, H9 1.089, H10 1.091
2 O 1.704 -0.494 0.516  C1 1.441, C3 1.294
3 C 0.416 -0.364 0.495  O2 1.294, C4 1.549, N7 1.314
4 C -0.455 -1.378 1.277  C3 1.549, N5 1.320
5 N -1.610 -0.855 0.912  C4 1.320, C6 1.478, H12 1.012
6 C -1.514 0.512 0.359  N5 1.478, N7 1.361
7 N -0.231 0.623 -0.082  C3 1.314, C6 1.361
8 H 2.208 0.383 -1.300  C1 1.092
9 H 3.504 0.225 -0.062  C1 1.089
10 H 2.217 1.477 0.106  C1 1.091
11 H -3.223 0.107 -1.944  H13 0.748
12 H -2.490 -1.176 1.296  N5 1.012
13 H -2.986 0.469 -1.333  H11 0.748

=====

[3]
One molecule with the formula C4H6N2O, computed with ωB97M-V with the def2-TZVPD basis set.

Summary:
SMILES = Cc1cc(=O)[nH][nH]1
Relative energy (zero: lowest compared OMol25 entry of this formula, charge and spin) = 111.8 kJ/mol

Bonds (Å) are listed after each position.
Cartesian coordinates (Å):
1 C -1.931 0.003 -0.059  C2 1.493, H8 1.095, H9 1.097, H10 1.092
2 C -0.439 0.003 -0.094  C1 1.493, C3 1.356, N7 1.372
3 C 0.432 -0.194 -1.114  C2 1.356, C4 1.461, H11 1.080
4 C 1.786 -0.109 -0.573  C3 1.461, O5 1.219, N6 1.402
5 O 2.886 -0.093 -1.099  C4 1.219
6 N 1.586 -0.039 0.813  C4 1.402, N7 1.389, H12 1.007
7 N 0.256 0.278 1.057  C2 1.372, N6 1.389, H13 1.004
8 H -2.301 0.979 0.273  C1 1.095
9 H -2.317 -0.755 0.633  C1 1.097
10 H -2.335 -0.205 -1.052  C1 1.092
11 H 0.195 -0.313 -2.161  C3 1.080
12 H 2.300 0.353 1.405  N6 1.007
13 H -0.119 0.092 1.971  N7 1.004

=====

[4]
One molecule with the formula C4H6N2O at a distorted geometry, computed with ωB97M-V with the def2-TZVPD basis set.

Summary:
SMILES = [H]/N=C(\C#N)OCC
Relative energy (zero: lowest compared OMol25 entry of this formula, charge and spin) = 232.8 kJ/mol

Bonds (Å) are listed after each position.
Cartesian coordinates (Å):
1 H -2.706 0.957 -0.467  N2 1.004
2 N -1.792 0.962 -0.052  H1 1.004, C3 1.265
3 C -1.406 -0.214 -0.318  N2 1.265, C4 1.426, O6 1.293
4 C -2.037 -1.313 -0.972  C3 1.426, N5 1.149
5 N -2.624 -2.149 -1.500  C4 1.149
6 O -0.181 -0.530 -0.053  C3 1.293, C7 1.399
7 C 0.603 0.388 0.656  O6 1.399, C8 1.623, H9 1.091, H10 1.109
8 C 2.122 0.132 0.146  C7 1.623, H11 1.109, H12 1.095, H13 1.089
9 H 0.450 1.465 0.569  C7 1.091
10 H 0.345 0.084 1.691  C7 1.109
11 H 2.288 0.221 -0.947  C8 1.109
12 H 2.670 0.878 0.731  C8 1.095
13 H 2.269 -0.882 0.516  C8 1.089

=====

[5]
One molecule with the formula C4H6N2O at a distorted geometry, computed with ωB97M-V with the def2-TZVPD basis set.

Summary:
SMILES = Cc1ccn(O)n1
Relative energy (zero: lowest compared OMol25 entry of this formula, charge and spin) = 265.1 kJ/mol

Bonds (Å) are listed after each position.
Cartesian coordinates (Å):
1 C -1.672 1.248 -0.030  C2 1.487, H8 1.139, H9 1.096, H10 1.098
2 C -0.511 0.320 -0.070  C1 1.487, C3 1.415, N7 1.349
3 C -0.537 -1.089 0.053  C2 1.415, C4 1.387, H11 1.094
4 C 0.790 -1.488 0.124  C3 1.387, N5 1.331, H12 1.097
5 N 1.483 -0.357 0.001  C4 1.331, O6 1.356, N7 1.304
6 O 2.831 -0.284 -0.128  N5 1.356, H13 0.947
7 N 0.772 0.734 -0.070  C2 1.349, N5 1.304
8 H -1.663 1.931 0.882  C1 1.139
9 H -2.582 0.638 0.007  C1 1.096
10 H -1.695 1.885 -0.923  C1 1.098
11 H -1.447 -1.681 0.190  C3 1.094
12 H 1.219 -2.496 0.183  C4 1.097
13 H 3.013 0.640 -0.218  O6 0.947

=====

[6]
A 2-piece molecular cluster, C4H6N2O overall at a distorted geometry, computed with ωB97M-V with the def2-TZVPD basis set.

Summary:
SMILES = c1cncnc1.O
Relative energy (zero: lowest compared OMol25 entry of this formula, charge and spin) = 139.3 kJ/mol

Bonds (Å) are listed after each position.
Cartesian coordinates (Å):
1 C 1.523 0.487 0.206  C2 1.411, C6 1.345, H7 1.098
2 C 0.146 0.188 0.262  C1 1.411, N3 1.321, H8 1.098
3 N -0.784 0.947 -0.292  C2 1.321, C4 1.363
4 C -0.296 1.866 -1.173  N3 1.363, N5 1.281, H9 1.098
5 N 0.928 2.234 -1.266  C4 1.281, C6 1.353
6 C 1.854 1.435 -0.690  C1 1.345, N5 1.353, H10 1.098
7 H 2.283 0.022 0.848  C1 1.098
8 H -0.219 -0.576 0.961  C2 1.098
9 H -1.006 2.629 -1.516  C4 1.098
10 H 2.922 1.653 -0.827  C6 1.098
11 O -2.428 -3.531 0.774  H12 0.984, H13 0.984
12 H -2.936 -3.074 1.482  O11 0.984
13 H -1.986 -4.282 1.231  O11 0.984